1:
15
Properties=species:S:1:pos:R:3 method="wB97M-V/def2-TZVPD" homo_energy_ev=-10.421 orbital_gap_ev=11.170 smiles="NC=O.O.O.O" lumo_ev=0.7
N 0.4848 -2.3010 -0.8833
C 0.4127 -2.2294 0.4877
O -0.1740 -1.3565 1.1823
H 0.6156 -3.1594 -1.2508
H -0.1241 -1.6302 -1.4444
H 0.8335 -3.0537 1.0172
O 0.3225 1.3908 1.8298
H -0.5252 1.6609 2.2548
H 0.0891 0.4518 1.6723
O -0.8157 0.4491 -1.8486
H -1.6241 0.6186 -1.2950
H -0.7300 1.3629 -2.1799
O -0.0173 2.9952 -0.5160
H 0.8815 2.9204 -0.9937
H 0.1907 2.4850 0.2968



2:
15
Properties=species:S:1:pos:R:3 method="wB97M-V/def2-TZVPD" homo_energy_ev=-10.768 orbital_gap_ev=11.152 smiles="NC=O.O.O.O" lumo_ev=0.4
N 0.7711 1.9973 -0.3878
C -0.5494 2.1397 -0.1368
O -1.3978 1.2315 0.3980
H 1.2477 2.7572 -0.7557
H 1.3609 1.8252 0.4714
H -0.9686 2.9731 -0.6562
O -1.9654 -1.2738 -0.0879
H -2.8803 -1.1779 0.3357
H -1.5605 -0.4038 0.0848
O 2.2309 -0.1247 0.5573
H 1.2416 -0.1636 0.5984
H 2.4631 -1.1055 0.6440
O 0.6879 -3.0823 -0.3528
H 0.8184 -2.7317 -1.2010
H -0.2685 -2.7972 -0.1031



Which structure is the most stable? The one labeled 1.



1:
12
Properties=species:S:1:pos:R:3 method="wB97M-V/def2-TZVPD" homo_energy_ev=-9.137 orbital_gap_ev=9.476 lumo_ev=0.3
C -0.4261 0.6758 -0.1518
C 0.0171 -0.5605 -0.1171
C -1.8165 1.1428 0.2835
C 1.9845 -1.2564 -0.1553
Cl -0.9545 -1.8967 0.0568
I 3.2727 0.4178 -0.0579
H 0.2862 1.5527 -0.3810
H -1.8488 0.8148 1.2821
H -1.7641 2.1199 0.0906
H -2.5746 0.7046 -0.3728
H 1.8624 -1.8392 -1.1235
H 1.9617 -1.8756 0.6465



2:
12
Properties=species:S:1:pos:R:3 method="wB97M-V/def2-TZVPD" homo_energy_ev=-9.828 orbital_gap_ev=10.082 smiles=C#CI.CCCl lumo_ev=0.3
C 0.8606 -0.3852 -1.6698
C 2.0046 -0.0187 -1.5668
I 3.7973 0.6502 -1.0571
H 0.3792 -1.0119 -2.3749
C -0.3262 0.0040 1.1493
C -1.8434 0.4250 0.9354
Cl -2.6178 0.7292 2.3644
H 0.5975 0.0731 0.4699
H -0.3571 -1.0427 1.1973
H -0.0878 0.2897 2.2360
H -2.2588 -0.0602 0.0164
H -1.7230 1.4512 0.4696



Which structure is the most stable? The one labeled 1.



1:
15
Properties=species:S:1:pos:R:3 method="wB97M-V/def2-TZVPD" homo_energy_ev=-10.585 orbital_gap_ev=10.926 smiles="O=C(O)CCO.O" lumo_ev=0.3
O -0.1504 -1.5371 0.8000
C -0.3358 -0.8311 -0.1419
O 0.3578 -0.9615 -1.3061
C -1.3929 0.2148 -0.3150
C -0.9183 1.5314 -0.9394
O -1.0353 1.5138 -2.3667
H 1.1434 -1.5104 -1.1872
H -2.1478 -0.2561 -0.9429
H -1.8519 0.4454 0.6488
H -1.5672 2.3464 -0.6344
H 0.1208 1.7130 -0.6590
H -0.3010 0.9904 -2.7154
O 2.8099 -1.0794 3.5814
H 3.1447 -0.8393 2.7153
H 2.1239 -1.7403 3.4626



2:
15
Properties=species:S:1:pos:R:3 method="wB97M-V/def2-TZVPD" homo_energy_ev=-10.732 orbital_gap_ev=11.334 smiles="COCOC=O.O" lumo_ev=0.6
C 0.0000 0.0000 0.0000
O -1.0549 -0.8507 -0.6484
C -2.3349 -0.3775 -0.3824
O -2.6381 0.7495 -1.0449
C -3.8793 1.2088 -0.7510
O -4.7415 0.7719 -0.0078
H -0.1120 1.0082 -0.4331
H 1.0393 -0.3356 -0.1541
H -0.1934 0.0594 1.0843
H -2.9292 -1.2566 -0.6977
H -2.4523 -0.2670 0.7128
H -4.0040 2.2050 -1.2195
O 3.8469 -2.1800 -1.0123
H 2.9621 -2.2860 -0.5949
H 3.6533 -1.9533 -1.9500



Which structure is the most stable? The one labeled 1.



1:
17
Properties=species:S:1:pos:R:3 method="wB97M-V/def2-TZVPD" homo_energy_ev=-9.655 orbital_gap_ev=10.452 smiles=CN(O)O.CON lumo_ev=0.8
C 1.1608 1.0549 -0.9956
N 1.7047 0.7624 0.2847
O 2.1586 -0.8138 -0.0900
O 2.8647 1.4992 0.4479
H 0.1124 0.7777 -1.0019
H 1.6955 0.2735 -1.6181
H 1.3341 2.0846 -1.2870
H 2.4910 -1.3204 0.6648
H 3.0171 1.5294 1.4032
C -1.2507 -1.2632 0.6556
O -1.7900 -0.3145 -0.2514
N -3.2090 -0.1990 -0.0554
H -0.1887 -1.3175 0.4211
H -1.3969 -0.9398 1.6902
H -1.7183 -2.2423 0.5185
H -3.3692 0.7772 0.1898
H -3.6162 -0.3484 -0.9766



2:
17
Properties=species:S:1:pos:R:3 method="wB97M-V/def2-TZVPD" homo_energy_ev=-9.554 orbital_gap_ev=10.524 smiles=C[C@@H](O)ON.NO lumo_ev=1.0
C 2.4419 -0.2452 -0.4255
C 1.3509 -0.2848 0.6225
O 1.5820 0.4508 1.7416
O 0.1262 0.5534 0.1428
N -0.2550 0.3189 -1.2176
H 3.3264 -0.7451 -0.0342
H 2.0896 -0.7262 -1.3354
H 2.7086 0.7855 -0.6575
H 1.0080 -1.2976 0.8712
H 1.1322 1.3307 1.3926
H -1.2570 0.1124 -1.1807
H -0.1160 1.2012 -1.7037
N -3.0140 -0.2181 -0.1236
O -2.3795 -0.5601 1.1203
H -3.6916 0.5116 0.1027
H -3.5496 -1.0480 -0.3764
H -1.5034 -0.1394 1.0608



3:
17
Properties=species:S:1:pos:R:3 method="wB97M-V/def2-TZVPD" homo_energy_ev=-9.517 orbital_gap_ev=10.105 smiles="NCC(N)=O.O.O" lumo_ev=0.6
N -1.6762 1.4767 0.3493
C -0.4810 0.7127 0.7540
C 0.6490 0.8081 -0.2602
N 0.2906 0.9305 -1.5611
O 1.8072 0.9073 0.1027
H -1.6923 2.4048 0.7444
H -2.4995 0.9849 0.6562
H -0.8168 -0.3000 0.9482
H -0.0656 1.1078 1.6726
H -0.6497 0.6889 -1.8108
H 0.9316 1.3362 -2.2156
O -1.4640 -2.7305 -1.7408
H -1.5379 -3.3355 -0.9951
H -1.8171 -3.2214 -2.4907
O 3.0362 -0.9507 2.1418
H 2.8450 -0.7631 1.2133
H 3.1406 -0.0568 2.4917



4:
17
Properties=species:S:1:pos:R:3 method="wB97M-V/def2-TZVPD" homo_energy_ev=-9.021 orbital_gap_ev=4.739 lumo_ev=-4.3
C -0.9961 -0.8381 1.0050
N 0.3346 -0.7572 0.4424
C 0.2893 -0.6149 -1.0174
N 1.6935 -0.5430 -1.5181
O -0.4987 -1.4786 -1.5581
H -0.9928 -0.5567 2.0564
H -1.3931 -1.8494 0.8491
H -1.6629 -0.1537 0.4592
H 0.7805 0.0964 0.8130
H 1.5925 -1.0828 -2.3869
H 2.2019 -1.2195 -0.9541
H -0.3999 2.7434 -0.5769
H -0.1520 0.4471 -1.1879
O -0.2772 1.8694 -0.2037
H -0.4864 1.9237 0.8095
H -0.2760 2.2470 2.9230
O -0.3910 1.5412 2.2676



Which structure is the most stable? The one labeled 3.